{
  "formula": "C10H12BrN2O",
  "method": "ωB97M-V/def2-TZVPD",
  "homo_ev": [-13.11, -13.11],
  "molar_mass_g_mol": 256.12,
  "gap_ev": [7.215, 7.216],
  "charge": 1,
  "relative_energy_ev": 4.1361,
  "elements": ["C", "C", "C", "C", "C", "C", "C", "C", "C", "C", "N", "N", "O", "Br", "H", "H", "H", "H", "H", "H", "H", "H", "H", "H", "H", "H"],
  "positions_angstrom": [[0.6844, -0.8093, -0.3652], [-2.9620, -1.1348, 1.5318], [-0.5232, -1.0798, 0.2321], [-1.8146, -0.5911, 2.2047], [-0.6362, -0.6557, 1.5596], [-1.6841, -1.5124, -0.5024], [1.7821, -0.1066, 0.4712], [3.4305, 1.9625, 0.3427], [-4.2558, -1.9878, -0.3573], [2.1230, 1.3371, -0.1487], [-2.9913, -1.5943, 0.2645], [1.4461, -0.1053, 1.8425], [-1.6981, -1.5991, -1.7025], [-1.9704, 0.3293, 3.9065], [0.6447, -1.1017, -1.4976], [-3.8682, -1.2118, 2.0416], [2.7464, -0.6782, 0.4024], [3.4297, 2.9885, 0.3265], [4.1617, 1.7168, -0.4255], [3.8500, 1.5554, 1.2278], [-5.1425, -1.3855, -0.0445], [-4.2368, -1.8794, -1.4190], [-4.6814, -2.9409, -0.1829], [2.2148, 1.4034, -1.1745], [1.1934, 1.9736, 0.1661], [1.3026, 0.8966, 2.1613]],
  "lowdin_charge": [0.158, 0.019, -0.163, -0.597, 0.042, -0.278, -0.388, -0.082, 0.006, -0.173, 0.023, 0.170, 0.156, 0.778, 0.185, 0.127, 0.171, 0.052, 0.086, 0.070, 0.124, 0.093, 0.093, 0.077, 0.146, 0.106]
}

---

{
  "formula": "C10H12ClF3NO6S",
  "method": "ωB97M-V/def2-TZVPD",
  "homo_ev": -5.33,
  "molar_mass_g_mol": 366.72,
  "gap_ev": 6.543,
  "charge": -1,
  "elements": ["C", "C", "C", "Cl", "C", "C", "C", "C", "N", "C", "O", "O", "C", "O", "H", "H", "H", "H", "H", "H", "H", "H", "H", "H", "H", "H", "C", "F", "F", "F", "S", "O", "O", "O"],
  "positions_angstrom": [[-3.1585, -0.5781, 1.1317], [-2.4889, -1.5934, 0.1907], [-0.9797, -1.3673, 0.0630], [-0.3202, -2.3868, -1.2520], [-0.5571, 0.0522, -0.1533], [-1.0064, 1.0354, -0.9379], [-2.0695, 0.9124, -1.9877], [-2.5455, 2.1640, -2.7083], [-1.4320, 2.8320, -3.3907], [-0.3016, 2.2897, -0.4887], [-0.5176, 3.4272, -0.7351], [0.6269, 1.9376, 0.4812], [0.6884, 0.5551, 0.5012], [1.6372, -0.0728, 0.8213], [-3.7012, 0.1875, 0.5743], [-2.4412, -0.0835, 1.7878], [-3.8975, -1.0738, 1.7626], [-2.9369, -1.5647, -0.8023], [-2.6165, -2.5983, 0.5930], [-0.5205, -1.6853, 1.0000], [-1.6704, 0.2405, -2.7576], [-2.9221, 0.3894, -1.5485], [-3.0604, 2.8497, -2.0336], [-3.3001, 1.8330, -3.4364], [-1.7695, 3.6948, -3.8037], [-1.1642, 2.2586, -4.1862], [4.5411, -1.3227, 2.6573], [3.7064, -1.8797, 1.7650], [4.6390, -0.0171, 2.3550], [3.9370, -1.4023, 3.8614], [6.1926, -2.1532, 2.6676], [6.6502, -1.9524, 1.3092], [5.8506, -3.5166, 3.0159], [6.9080, -1.4111, 3.6841]],
  "lowdin_charge": [-0.084, -0.271, -0.628, 0.664, -0.135, -0.044, -0.122, -0.279, 0.006, -0.373, 0.170, 0.148, -0.386, 0.211, 0.067, 0.083, 0.071, 0.088, 0.107, 0.121, 0.129, 0.100, 0.115, 0.104, 0.071, 0.072, -0.670, 0.094, 0.099, 0.090, 0.423, -0.345, -0.348, -0.347]
}

---

{
  "formula": "C10H12ClGaNP",
  "method": "ωB97M-V/def2-TZVPD",
  "homo_ev": [-4.50, -5.51],
  "molar_mass_g_mol": 282.36,
  "gap_ev": [4.539, 5.693],
  "relative_energy_ev": 2.3115,
  "elements": ["C", "C", "C", "C", "C", "Ga", "P", "H", "H", "H", "H", "H", "H", "H", "H", "Cl", "C", "C", "C", "C", "N", "C", "H", "H", "H", "H"],
  "positions_angstrom": [[-2.3832, -1.1345, -1.1007], [-1.5397, -0.9408, -2.2778], [-0.5574, -2.0245, -2.2656], [-0.6078, -2.5781, -0.9217], [-1.8365, -2.1145, -0.3081], [0.0305, -0.6218, -1.1591], [-2.5910, 1.5425, 1.2018], [-3.3557, -0.6506, -0.9354], [-1.7325, -0.2823, -3.1140], [0.0950, -2.3361, -3.0752], [-2.2953, -2.5775, 0.5694], [-0.0186, -3.4350, -0.5875], [-3.1375, 1.0431, 2.4238], [-3.8574, 1.7815, 0.5854], [-2.4484, 2.8650, 1.6980], [4.8719, 1.1929, -0.7372], [3.3927, 1.0724, 0.1237], [3.2470, 1.5616, 1.4230], [2.0118, 1.4352, 2.0682], [0.9594, 0.8070, 1.4115], [1.1226, 0.3685, 0.1461], [2.3151, 0.4678, -0.5034], [4.0989, 2.0261, 1.8995], [1.8583, 1.8237, 3.0734], [-0.0165, 0.6630, 1.8710], [2.3743, 0.0454, -1.5093]],
  "lowdin_charge": [-0.142, -0.206, -0.227, -0.146, -0.102, 0.646, 0.655, 0.109, 0.115, 0.132, 0.124, 0.124, -0.159, -0.164, -0.162, 0.658, -0.711, -0.162, -0.099, -0.196, -0.125, -0.251, 0.085, 0.098, 0.045, 0.063]
}

---

{
  "formula": "C10H12ClMnNO3",
  "method": "ωB97M-V/def2-TZVPD",
  "homo_ev": [-16.67, -16.52],
  "molar_mass_g_mol": 284.60,
  "gap_ev": [5.571, 4.611],
  "multiplicity": 4,
  "charge": 2,
  "relative_energy_ev": 0.5623,
  "s2": 4.19,
  "elements": ["Cl", "C", "C", "C", "H", "C", "C", "H", "H", "H", "C", "Mn", "C", "C", "O", "O", "H", "H", "H", "C", "C", "N", "O", "H", "H", "H", "H", "H"],
  "positions_angstrom": [[-2.1364, -1.1614, 0.8547], [1.3692, -2.1116, -1.8155], [2.1474, -0.9113, -1.4204], [1.1594, 0.1868, -1.4115], [3.1843, -0.8860, -1.1377], [-0.0452, -0.2854, -2.0771], [0.0935, -1.6502, -2.3242], [-0.6003, -2.2435, -2.9194], [1.7820, -3.1123, -1.9523], [1.2921, 1.2220, -1.1044], [-1.1556, 0.5985, -2.5208], [0.8843, -1.2968, 0.0586], [1.9594, -0.2782, 1.1690], [1.3068, -2.7340, 1.0855], [2.6946, 0.2837, 1.8688], [1.4474, -3.5304, 1.9361], [-1.2583, 1.4488, -1.8317], [-2.1109, 0.0539, -2.5433], [-0.9756, 1.0003, -3.5331], [-0.5737, 1.3206, 2.9680], [-0.9723, 1.9550, 1.6546], [-2.3085, 2.2506, 1.6003], [-0.1726, 2.2389, 0.7442], [-1.0467, 1.8473, 3.8141], [0.5154, 1.3508, 3.0735], [-0.9067, 0.2684, 2.9620], [-2.6334, 2.5079, 0.6676], [-2.9394, 1.6675, 2.1346]],
  "lowdin_charge": [0.298, -0.059, -0.077, -0.052, 0.153, -0.223, 0.066, 0.165, 0.151, 0.141, 0.020, 0.509, -0.015, -0.008, 0.266, 0.246, 0.097, 0.108, 0.138, -0.016, -0.589, 0.196, 0.010, 0.112, 0.076, 0.050, 0.128, 0.110]
}

---

{
  "formula": "C10H12F2N2O20V2",
  "method": "ωB97M-V/def2-TZVPD",
  "homo_ev": [-0.26, -2.23],
  "molar_mass_g_mol": 620.08,
  "gap_ev": [4.256, 5.704],
  "multiplicity": 7,
  "charge": -2,
  "s2": 12.04,
  "elements": ["O", "V", "O", "O", "V", "O", "C", "O", "O", "O", "C", "O", "O", "O", "C", "N", "O", "O", "H", "H", "H", "C", "N", "O", "O", "H", "H", "H", "C", "C", "O", "C", "O", "O", "F", "H", "H", "H", "C", "C", "O", "C", "O", "O", "F", "H", "H", "H"],
  "positions_angstrom": [[-5.7692, 3.8678, -0.9146], [-4.3893, 3.0661, -1.2012], [-4.1196, 2.0298, 0.0022], [-0.4679, 0.0547, -0.4559], [-0.5416, 1.6521, -0.4278], [-1.3709, 2.1737, 0.8276], [0.7957, 3.7231, -1.8328], [-0.2164, 4.1041, -1.2121], [0.8307, 4.0368, -3.1001], [0.9708, 2.4335, -1.7808], [-1.9782, 1.2892, -3.1787], [-2.6644, 0.2929, -3.4681], [-2.1701, 2.0032, -2.1231], [-1.0490, 1.6910, -3.9456], [1.1266, -4.0466, 2.0629], [1.1362, -2.5694, 1.8693], [0.7677, -2.1242, 0.8027], [1.4651, -1.8989, 2.8268], [2.1295, -4.4679, 2.0564], [0.5715, -4.4759, 1.2338], [0.6818, -4.1410, 3.0503], [-2.3415, -1.8020, 1.4719], [-2.8146, -1.9596, 2.8727], [-3.9681, -1.6105, 3.0576], [-2.0788, -2.5084, 3.6604], [-1.8055, -2.6907, 1.1549], [-1.5997, -0.9984, 1.5682], [-3.0443, -1.3998, 0.7511], [0.6811, -2.6917, -2.5274], [0.4696, -4.1873, -2.3526], [-0.7967, -4.1548, -1.7073], [-1.4902, -3.0354, -2.1312], [-2.6351, -2.8525, -1.8950], [-0.6592, -2.2794, -2.8485], [1.3168, -4.6800, -1.4065], [1.3517, -2.3674, -3.3209], [0.9878, -2.1677, -1.6207], [0.4078, -4.7299, -3.2962], [3.5405, 4.4446, 1.1106], [3.7306, 3.9761, 2.5441], [3.2408, 2.6764, 2.4117], [2.3127, 2.5725, 1.4561], [1.4298, 1.7931, 1.3331], [2.4055, 3.6953, 0.6937], [3.0845, 4.6940, 3.5088], [4.4420, 4.1502, 0.5700], [3.3236, 5.5028, 0.9903], [4.7701, 3.9162, 2.8599]],
  "lowdin_charge": [-0.561, 0.772, -0.315, -0.479, 0.736, -0.489, -0.829, 0.018, 0.104, -0.082, -0.900, 0.091, -0.091, 0.158, 0.039, -0.431, 0.058, 0.060, 0.090, 0.083, 0.092, 0.040, -0.446, 0.052, 0.030, 0.083, 0.093, 0.107, -0.045, -0.299, 0.083, -0.554, 0.185, 0.081, 0.046, 0.137, 0.119, 0.164, -0.060, -0.315, 0.137, -0.516, 0.188, 0.069, 0.063, 0.136, 0.142, 0.157]
}

---

{
  "formula": "C10H12IO3S",
  "method": "ωB97M-V/def2-TZVPD",
  "homo_ev": -4.16,
  "molar_mass_g_mol": 339.17,
  "gap_ev": 6.732,
  "charge": -1,
  "relative_energy_ev": 0.6237,
  "elements": ["C", "C", "C", "C", "C", "C", "C", "C", "C", "C", "O", "O", "O", "S", "I", "H", "H", "H", "H", "H", "H", "H", "H", "H", "H", "H", "H"],
  "positions_angstrom": [[1.7195, 1.5010, -0.3339], [2.3970, 0.2777, -0.9512], [0.8461, -0.5135, 0.8380], [-1.0197, 1.1157, 0.3433], [0.4437, 0.8767, 0.2849], [0.1337, -1.1605, -0.3206], [1.6352, -0.9844, -0.3288], [-0.5252, 0.2182, -0.7417], [-3.5266, 0.9122, 0.8099], [-2.0976, 0.6627, 1.3292], [1.6070, -3.4464, -0.1486], [3.4388, -2.4259, -1.6115], [-0.5959, -2.2963, -0.2385], [2.8089, -2.4369, -0.2750], [-0.8039, 0.8163, -2.8055], [2.2614, 1.8769, 0.5235], [1.4767, 2.3345, -1.0306], [2.3026, 0.1671, -2.0908], [3.4006, 0.1723, -0.7170], [0.8564, -0.8103, 1.8812], [-1.3053, 2.1276, -0.1218], [-4.3155, 0.9833, 1.6083], [-3.7806, 0.2003, 0.1082], [-3.4865, 1.9963, 0.4928], [-2.0108, -0.4166, 1.3504], [-2.0503, 1.0957, 2.3817], [0.1904, -2.8439, -0.2360]],
  "lowdin_charge": [-0.126, -0.141, -0.082, -0.253, -0.269, -0.417, -0.368, -0.594, -0.106, -0.209, -0.559, -0.535, 0.035, 0.776, 0.762, 0.100, 0.100, 0.116, 0.064, 0.156, 0.139, 0.077, 0.041, 0.082, 0.101, 0.124, -0.012]
}

---

{
  "formula": "C10H12N",
  "method": "ωB97M-V/def2-TZVPD",
  "homo_ev": [-11.13, -14.11],
  "molar_mass_g_mol": 146.21,
  "gap_ev": [8.606, 8.308],
  "multiplicity": 3,
  "charge": 1,
  "relative_energy_ev": 5.8075,
  "s2": 2.01,
  "elements": ["C", "C", "C", "C", "C", "C", "C", "C", "C", "C", "N", "H", "H", "H", "H", "H", "H", "H", "H", "H", "H", "H", "H"],
  "positions_angstrom": [[-0.1445, -0.3057, -1.0881], [-0.0492, -1.6460, -0.5606], [2.2477, -1.3092, 0.0363], [-2.7623, -0.3702, -0.0489], [0.9120, -1.7041, 0.5291], [-2.0260, 0.8590, 0.2030], [1.4104, -0.2529, 0.7789], [-0.7648, 0.4331, 0.8526], [-1.2661, -0.7463, -0.0843], [0.8567, 1.9824, -0.4864], [0.4732, 0.6734, 0.0596], [-0.3778, -0.0483, -2.0771], [3.0580, -1.6225, 0.6812], [2.4805, -1.1119, -1.0232], [-3.2976, -0.9061, 0.7693], [-3.2803, -0.4155, -0.9824], [0.7112, -2.4369, 1.3126], [-2.0607, 1.5665, -0.5238], [1.7806, -0.0086, 1.7967], [-0.7117, 0.2351, 1.8802], [1.6181, 2.6965, 0.0591], [1.3337, 1.8979, -1.5749], [-0.1412, 2.5405, -0.5089]],
  "lowdin_charge": [-0.021, 0.096, -0.012, -0.016, -0.186, -0.033, -0.114, -0.108, -0.175, 0.015, -0.111, 0.154, 0.121, 0.139, 0.145, 0.117, 0.166, 0.083, 0.179, 0.153, 0.142, 0.150, 0.115]
}

---

{
  "formula": "C10H12N2O",
  "method": "ωB97M-V/def2-TZVPD",
  "homo_ev": -7.79,
  "smiles": "Cc1ccc2c(c1)[C@](C)(O)NN=C2",
  "molar_mass_g_mol": 176.22,
  "gap_ev": 8.509,
  "relative_energy_ev": 3.2036,
  "elements": ["C", "C", "C", "C", "C", "C", "C", "C", "C", "O", "N", "N", "C", "H", "H", "H", "H", "H", "H", "H", "H", "H", "H", "H", "H"],
  "positions_angstrom": [[-2.7974, 2.0779, -0.6140], [-1.9790, 0.9235, -0.2484], [-2.5747, -0.1685, 0.4515], [-1.7568, -1.2369, 0.8636], [-0.4006, -1.2247, 0.6095], [0.2658, -0.1520, -0.0924], [-0.6256, 0.8662, -0.4455], [1.7228, -0.2009, -0.3430], [2.6253, 0.8040, 0.2902], [2.0527, -0.2936, -1.7646], [2.3522, -1.5837, 0.2330], [1.6993, -2.6121, 0.6646], [0.4461, -2.4664, 0.9320], [-3.5060, 2.4364, 0.1045], [-2.1620, 2.8686, -0.9762], [-3.4195, 1.9399, -1.5920], [-3.6517, -0.2331, 0.6487], [-1.9389, -2.0470, 1.4993], [-0.1431, 1.8364, -0.6836], [2.9373, 0.3330, 1.2133], [2.1974, 1.7729, 0.5107], [3.5311, 0.8362, -0.1793], [1.9378, 0.5395, -2.3049], [3.2923, -1.6955, -0.0125], [-0.1051, -3.3199, 1.2352]],
  "lowdin_charge": [-0.072, -0.293, -0.002, -0.040, -0.121, -0.081, -0.012, -0.397, -0.012, -0.032, 0.008, 0.006, -0.096, 0.071, 0.064, 0.121, 0.115, 0.089, 0.129, 0.091, 0.091, 0.055, 0.126, 0.109, 0.082]
}

---

| no. | maximum force (eV/A) |
| --- | --- |
| 1 | 4.55 |
| 2 | 0.62 |
| 3 | 7.21 |
| 4 | 8.95 |
| 5 | 8.71 |
| 6 | 4.29 |
| 7 | 3.77 |
| 8 | 4.51 |